Entry 1:
Formula: C15H41NO18PS7
Source: the OMol25 dataset
Level of theory: ωB97M-V/def2-TZVPD

Computed properties:
2S+1 ... 1
Charge ... -1
Energy ... -5133.87708 a.u.
Largest force on an atom ... 1.5 eV Å⁻¹

Last column: Mulliken charge in e.
Positions of all 83 atoms, in Å:
C 9.5371 -6.0959 -5.9819  -1.108
P 8.2925 -5.0995 -5.0907  0.139
C 7.9697 -3.8077 -6.3231  -0.941
S 6.6587 -6.5114 -5.2701  1.074
O 6.1917 -6.5325 -6.6370  -0.623
O 7.2505 -7.7264 -4.8075  -0.718
N 5.4703 -6.1860 -4.2347  -0.457
S 4.7583 -4.7956 -4.3310  0.951
O 5.6243 -3.6683 -4.3115  -0.624
O 3.6904 -4.7794 -3.3986  -0.593
S 3.6819 -4.5968 -6.2411  1.104
C 3.3108 -6.2238 -6.8255  -0.986
O 4.4562 -3.8768 -7.1980  -0.631
O 2.4465 -3.9812 -5.8800  -0.653
H 9.7710 -6.9861 -5.4168  0.327
H 9.1584 -6.3601 -6.9658  0.314
H 10.3980 -5.4510 -6.1278  0.395
H 7.9205 -4.2167 -7.3274  0.273
H 7.0730 -3.2652 -6.0664  0.330
H 8.8125 -3.1237 -6.2643  0.377
H 2.3141 -6.1937 -7.2427  0.427
H 3.4279 -6.9222 -6.0064  0.310
H 4.0579 -6.4580 -7.5683  0.326
O 3.9388 -1.9321 2.1845  -0.654
S 3.1536 -3.1037 2.4269  1.219
O 3.7442 -4.2254 3.0881  -0.628
O 2.4804 -3.5645 1.0805  -0.254
C 3.3265 -3.7665 -0.0926  -0.300
C 4.1113 -5.0541 -0.0483  -0.848
C 1.6695 -2.6605 3.2584  -0.925
H 3.9777 -2.9022 -0.2182  0.344
H 2.6368 -3.7787 -0.9319  0.188
H 4.8677 -5.0438 0.7364  0.351
H 4.6060 -5.1968 -1.0073  0.242
H 3.4514 -5.9009 0.1403  0.255
H 1.2102 -1.8240 2.7408  0.259
H 1.9406 -2.3740 4.2716  0.376
H 1.0089 -3.5224 3.2746  0.360
O -0.5344 0.0229 3.6569  -0.545
S -1.2880 1.2370 3.6370  1.154
O -2.3494 1.4199 4.5780  -0.608
O -1.8334 1.4730 2.1799  -0.252
C -2.5781 0.3966 1.5641  -0.400
C -3.9876 0.2917 2.1055  -0.953
C -0.2102 2.6229 3.6972  -0.957
H -2.0264 -0.5375 1.6742  0.320
H -2.5937 0.6434 0.5058  0.301
H -3.9980 -0.0227 3.1486  0.343
H -4.5535 -0.4355 1.5238  0.393
H -4.4817 1.2604 2.0418  0.201
H 0.5748 2.4860 2.9594  0.340
H 0.2079 2.6544 4.7009  0.367
H -0.7890 3.5218 3.4984  0.299
O -5.1378 3.0937 0.2297  -0.589
S -5.9200 4.2894 0.1750  1.229
O -7.0166 4.4634 1.0740  -0.645
O -6.4363 4.4644 -1.3150  -0.323
C -7.1169 3.3390 -1.9176  -0.329
C -8.5372 3.1743 -1.4179  -0.973
C -4.8881 5.7082 0.2191  -0.690
H -6.5282 2.4349 -1.7586  0.291
H -7.1097 3.5514 -2.9840  0.279
H -8.5589 2.8914 -0.3671  0.294
H -9.0409 2.3975 -1.9934  0.388
H -9.0894 4.1080 -1.5208  0.260
H -4.0822 5.5733 -0.4959  0.321
H -4.4977 5.7845 1.2340  0.172
H -5.4919 6.5777 -0.0266  0.351
O -3.5811 6.4565 3.4969  -0.571
S -3.6300 7.2721 4.6749  1.145
O -2.4167 7.7046 5.2899  -0.606
O -4.5698 6.6020 5.7506  -0.258
C -4.2759 5.2417 6.1719  -0.298
C -3.1228 5.1944 7.1496  -1.047
C -4.6453 8.6708 4.3603  -1.005
H -4.0994 4.6131 5.3004  0.330
H -5.1909 4.8961 6.6457  0.260
H -2.1849 5.4745 6.6730  0.291
H -3.0197 4.1867 7.5398  0.396
H -3.2940 5.8864 7.9753  0.295
H -5.5768 8.3340 3.9147  0.317
H -4.0972 9.3094 3.6715  0.375
H -4.8206 9.1883 5.2988  0.339



Entry 2:
Formula: C36H47As3P2PtS2
Source: the OMol25 dataset
Level of theory: ωB97M-V/def2-TZVPD

Computed properties:
2S+1 ... 3
Charge ... 0
Energy ... -9705.72311 a.u.
⟨S²⟩ ... 2.01
Largest force on an atom ... 0.1 eV Å⁻¹

Last column: Mulliken charge in e.
Positions of all 91 atoms, in Å:
Pt -0.5213 0.2033 0.4899  0.341
S -1.2592 -2.5243 0.4818  -0.617
P 0.6544 -2.4427 -0.1323  1.988
C 1.2047 -0.8600 0.1430  -1.565
P 2.2534 0.3274 -0.4670  1.386
S 1.3437 2.0830 -0.1134  -0.556
C 3.8874 0.2897 0.3298  0.348
C 5.0138 0.8255 -0.2903  -0.388
C 6.2323 0.8343 0.3701  -0.659
C 6.3316 0.3107 1.6526  -0.466
C 5.2111 -0.2190 2.2763  -0.688
C 3.9904 -0.2284 1.6168  -0.351
C 2.6295 0.1081 -2.2329  0.173
C 2.1065 0.9622 -3.1951  -0.538
C 2.3310 0.7120 -4.5431  -0.595
C 3.0737 -0.3924 -4.9319  -0.557
C 3.5967 -1.2510 -3.9732  -0.683
C 3.3767 -1.0012 -2.6297  0.104
C 0.7534 -2.9156 -1.8899  0.239
C 1.4128 -4.0563 -2.3338  -0.423
C 1.4586 -4.3507 -3.6923  -0.848
C 0.8519 -3.5086 -4.6091  -0.637
C 0.1946 -2.3643 -4.1698  -0.502
C 0.1461 -2.0718 -2.8197  0.315
C 1.6696 -3.7035 0.7001  -0.165
C 1.1018 -4.8554 1.2321  -0.505
C 1.9071 -5.8166 1.8259  -0.708
C 3.2814 -5.6296 1.8939  -0.537
C 3.8517 -4.4765 1.3710  -1.060
C 3.0457 -3.5167 0.7770  0.269
H 4.9365 1.2321 -1.2917  0.424
H 7.1065 1.2481 -0.1160  0.401
H 7.2851 0.3155 2.1656  0.390
H 5.2875 -0.6285 3.2757  0.422
H 3.1073 -0.6470 2.0860  0.481
H 1.5346 1.8247 -2.8750  0.332
H 1.9262 1.3841 -5.2895  0.412
H 3.2453 -0.5883 -5.9830  0.401
H 4.1704 -2.1185 -4.2736  0.428
H 3.7862 -1.6744 -1.8838  0.189
H 1.8896 -4.7222 -1.6263  0.354
H 1.9709 -5.2436 -4.0286  0.418
H 0.8918 -3.7373 -5.6668  0.403
H -0.2723 -1.6987 -4.8851  0.429
H -0.3567 -1.1787 -2.4650  -0.151
H 0.0269 -4.9851 1.1878  0.384
H 1.4602 -6.7114 2.2403  0.415
H 3.9077 -6.3788 2.3614  0.382
H 4.9214 -4.3203 1.4316  0.457
H 3.4885 -2.6082 0.3841  0.394
C -0.7681 2.2226 3.7287  -1.302
As -1.4171 0.7084 2.6973  0.705
C -1.1359 -0.7252 3.9740  -1.242
C -3.3683 0.8148 2.8052  -1.914
C -4.1285 1.7849 1.8700  2.478
C -5.5782 1.8105 2.3743  -2.269
C -4.1716 1.2639 0.4199  -1.896
As -2.5070 1.0495 -0.6063  0.806
C -2.3229 2.7058 -1.6065  -1.218
C -3.2174 -0.0932 -2.0070  -1.319
C -3.4967 3.1877 1.9536  -1.483
As -4.6481 4.7830 1.7212  0.260
C -3.1378 6.0182 1.5214  -1.151
C -5.1088 4.6969 -0.1854  -0.916
H -0.7752 3.1230 3.1191  0.325
H 0.2630 2.0036 4.0044  0.450
H -1.3643 2.3721 4.6298  0.411
H -1.6739 -0.5394 4.9042  0.441
H -0.0673 -0.7976 4.1718  0.392
H -1.4661 -1.6562 3.5153  0.324
H -3.6121 1.0617 3.8436  0.606
H -3.7117 -0.2101 2.6307  0.472
H -5.9861 0.7986 2.4145  0.463
H -6.2163 2.4028 1.7131  0.523
H -5.6366 2.2451 3.3742  0.473
H -4.8299 1.8943 -0.1824  0.340
H -4.6120 0.2615 0.4244  0.621
H -3.2373 2.9439 -2.1492  0.449
H -1.5010 2.5627 -2.3075  0.388
H -2.0542 3.5238 -0.9399  0.235
H -4.2077 0.2413 -2.3184  0.511
H -3.2597 -1.1145 -1.6309  0.329
H -2.5409 -0.0613 -2.8605  0.379
H -2.6297 3.2603 1.2894  0.169
H -3.1217 3.3410 2.9699  0.795
H -2.5939 6.0838 2.4634  0.348
H -3.5125 7.0106 1.2731  0.401
H -2.4565 5.6859 0.7370  0.286
H -5.8882 3.9559 -0.3594  0.261
H -4.2421 4.4723 -0.8038  0.113
H -5.5045 5.6720 -0.4708  0.474



Entry 3:
Formula: C33H36MoN5O2
Source: the OMol25 dataset
Level of theory: ωB97M-V/def2-TZVPD

Computed properties:
2S+1 ... 1
Charge ... +3
Energy ... -1770.51685 a.u.
Largest force on an atom ... 3.4 eV Å⁻¹

Last column: Mulliken charge in e.
Positions of all 77 atoms, in Å:
Mo -0.2571 -0.1589 0.4030  -1.183
C -2.9783 -3.4685 -0.2680  -1.494
C -2.6170 -2.0831 0.1661  0.659
O -1.3155 -1.8386 0.1783  -0.357
C -3.6419 -1.1373 0.3821  -1.150
C -3.3253 0.2203 0.6771  1.062
C -4.5263 1.0860 0.8451  -1.566
N -2.1309 0.7171 0.7380  0.818
N -2.0207 2.1177 0.9553  -0.730
C -0.8596 2.4628 1.1998  -0.048
O 0.1468 1.5124 1.1500  -0.339
C -0.3961 3.8804 1.2983  1.092
C 0.9496 4.0997 1.2201  0.068
C 1.4206 5.3804 1.4369  -0.954
C 0.4624 6.4185 1.5952  -0.496
C -0.8947 6.1711 1.6258  -0.748
C -1.3094 4.8835 1.4941  -0.427
H -3.1447 -3.4050 -1.3081  0.255
H -3.8457 -3.9813 0.1682  0.449
H -2.1105 -4.0793 -0.0889  0.371
H -4.7087 -1.3146 0.2961  0.590
H -5.1902 0.8763 1.6826  0.427
H -5.2221 1.1569 0.0424  0.411
H -4.3249 2.1049 1.0661  0.336
H 1.7113 3.2804 1.1570  0.047
H 2.4591 5.6303 1.4531  0.475
H 0.7755 7.3915 1.9576  0.380
H -1.5043 7.0321 1.7942  0.451
H -2.3769 4.6223 1.5060  0.461
C 3.2001 -3.9932 5.1014  -0.241
C 1.8980 -4.5339 4.9966  -0.687
C 1.0414 -3.9641 4.1083  -0.593
C 1.4524 -2.8055 3.3910  1.066
C 2.7507 -2.1787 3.6171  -0.209
C 3.6020 -2.8448 4.4594  -0.804
C 0.5875 -2.2940 2.4732  -0.027
C 0.8692 -1.2734 1.5207  -0.247
C 1.9743 -1.0087 0.6313  1.681
C 2.3767 -2.0828 -0.2288  -0.568
C 3.4019 -1.9105 -1.1090  -0.900
C 4.2008 -0.7484 -0.9835  -0.458
C 3.8808 0.3417 -0.1086  -0.586
C 2.7395 0.1976 0.7356  -0.193
H 3.9027 -4.3114 5.9402  0.344
H 1.5927 -5.4447 5.5177  0.426
H 0.0041 -4.2816 4.1187  0.400
H 3.0854 -1.2774 3.2005  0.587
H 4.5576 -2.4885 4.7404  0.461
H -0.4409 -2.6503 2.3272  0.335
H 1.8551 -2.9817 -0.2829  0.851
H 3.6835 -2.7361 -1.8055  0.493
H 5.1119 -0.6511 -1.5758  0.484
H 4.4536 1.2704 -0.0197  0.482
H 2.4805 0.9845 1.3942  0.639
C -1.1672 -1.3033 -5.0810  -0.823
C -1.2573 -2.2748 -3.9009  -0.729
N -0.6644 -1.6768 -2.6382  0.022
C -0.5053 -0.3550 -2.5798  -0.210
N 0.2282 0.1567 -1.5318  1.000
C 1.0704 1.2883 -1.9780  -0.841
C 0.1792 2.4596 -2.3279  0.195
C -1.1289 1.9199 -2.9582  -0.950
N -1.0493 0.5336 -3.4120  0.126
C -1.5125 0.1894 -4.7765  -0.554
H -1.7625 -1.6522 -5.8675  0.448
H -0.1045 -1.4627 -5.4276  0.325
H -0.5941 -3.0115 -4.1401  0.463
H -2.2687 -2.7560 -3.7136  0.311
H -0.1439 -2.2863 -1.9992  0.216
H 1.6212 0.8290 -2.7870  0.471
H 1.7826 1.5738 -1.2037  0.107
H 0.6864 3.2237 -2.9565  0.510
H -0.0712 2.9553 -1.3688  -0.180
H -1.3434 2.5884 -3.7890  0.484
H -1.9213 1.9487 -2.1967  0.227
H -0.9514 0.8229 -5.4560  0.393
H -2.6084 0.3781 -4.8936  0.395



- Which formula does entry 1 have?
  C15H41NO18PS7